No. 1
Formula: C4H10N2O2
Source: OMol25
Level of theory: wB97M-V/def2-TZVPD

Positions of all 18 atoms, in Å:
1 C 1.94 0.99 0.78
2 C 0.74 1.00 1.65
3 O 0.71 0.36 2.68
4 N -0.36 1.76 1.25
5 H -1.27 1.67 1.57
6 H -0.23 2.17 0.29
7 H 2.69 0.25 1.05
8 H 2.36 1.96 0.68
9 H 1.70 0.88 -0.23
10 C -1.68 -1.49 -2.42
11 C -0.68 -0.92 -1.55
12 O -0.06 0.08 -1.68
13 N -0.47 -1.67 -0.40
14 H -2.37 -2.13 -1.87
15 H -1.12 -1.89 -3.32
16 H 0.35 -1.57 0.09
17 H -1.22 -2.37 -0.20
18 H -2.17 -0.63 -2.81

Computed properties:
Molecular weight, g/mol: 118.14
Expectation value of S²: 0.755
Strongest force on any atom, eV/Å: 5.76
Net charge: +1
2S+1: 2
Gap between HOMO and LUMO (spin up / spin down), Ha: 0.3440 / 0.1569



No. 2
Formula: C28H28N3O3SW
Source: OMol25
Level of theory: wB97M-V/def2-TZVPD

Positions of all 64 atoms, in Å:
1 W 0.11 -0.98 0.11
2 O 0.54 -5.15 0.22
3 C 1.02 -4.04 0.12
4 O 0.30 -2.97 -0.06
5 C 2.51 -3.86 0.16
6 C 3.26 -5.04 0.25
7 C 4.64 -5.03 0.29
8 C 5.30 -3.81 0.25
9 C 4.58 -2.64 0.17
10 C 3.18 -2.63 0.12
11 S 2.46 -1.03 -0.02
12 H 2.71 -5.97 0.29
13 H 5.20 -5.96 0.35
14 H 6.39 -3.77 0.28
15 H 5.10 -1.68 0.15
16 O -1.01 -1.23 1.72
17 C -2.08 -1.19 2.45
18 C -2.08 -1.74 3.74
19 C -3.21 -1.73 4.53
20 C -4.38 -1.14 4.07
21 C -4.40 -0.58 2.81
22 C -3.27 -0.58 1.99
23 C -3.29 0.05 0.67
24 N -2.40 -0.09 -0.29
25 C -2.77 0.77 -1.29
26 C -3.89 1.45 -0.93
27 N -4.22 0.98 0.32
28 H -1.16 -2.20 4.08
29 H -3.17 -2.17 5.52
30 H -5.28 -1.14 4.68
31 H -5.33 -0.16 2.43
32 H -2.19 0.87 -2.18
33 H -4.47 2.21 -1.43
34 H -4.95 1.33 0.91
35 C -0.29 -0.07 -3.72
36 C 0.84 0.96 -3.57
37 C 2.18 0.24 -3.38
38 C 0.62 2.06 -2.55
39 C 0.65 3.36 -3.06
40 C 0.53 4.48 -2.26
41 C 0.39 4.31 -0.90
42 C 0.35 3.05 -0.32
43 C 0.21 3.00 1.20
44 C -1.07 2.32 1.70
45 C 1.45 2.43 1.89
46 C 0.44 1.88 -1.14
47 N 0.27 0.65 -0.57
48 H -0.03 -0.79 -4.50
49 H -1.22 0.42 -4.03
50 H -0.45 -0.62 -2.79
51 H 0.90 1.48 -4.53
52 H 2.18 -0.37 -2.49
53 H 3.00 0.96 -3.30
54 H 2.38 -0.40 -4.25
55 H 0.78 3.48 -4.13
56 H 0.56 5.47 -2.70
57 H 0.32 5.18 -0.25
58 H 0.14 4.05 1.50
59 H -1.02 1.24 1.56
60 H -1.94 2.70 1.17
61 H -1.19 2.52 2.76
62 H 1.54 1.36 1.68
63 H 1.38 2.57 2.97
64 H 2.36 2.92 1.53

Computed properties:
Molecular weight, g/mol: 670.46
Strongest force on any atom, eV/Å: 1.19
Net charge: -1
Gap between HOMO and LUMO (spin up / spin down), Ha: 0.2090 / 0.2092



No. 3
Formula: C6H12MgO9S
Source: OMol25
Level of theory: wB97M-V/def2-TZVPD

Positions of all 29 atoms, in Å:
1 Mg 2.09 0.55 0.55
2 S 3.27 -0.12 2.62
3 O 3.76 0.47 1.37
4 O 1.97 -0.47 2.08
5 O 4.04 -1.27 3.16
6 O 3.12 0.96 3.57
7 C 1.24 3.40 0.17
8 O 1.73 2.46 1.10
9 H 0.78 2.94 -0.70
10 H 0.29 3.80 0.54
11 H 1.83 4.25 -0.17
12 C 2.40 0.34 -2.72
13 O 2.45 0.25 -1.33
14 H 2.07 1.29 -3.14
15 H 3.25 0.05 -3.33
16 H 1.58 -0.28 -3.07
17 C -3.40 -2.94 -0.49
18 C -2.87 -1.48 -0.52
19 C -3.35 -0.57 0.60
20 O -2.16 0.15 0.86
21 C -1.12 -0.41 0.17
22 O 0.00 0.03 0.27
23 O -1.48 -1.48 -0.40
24 H -3.48 -3.36 0.51
25 H -2.78 -3.61 -1.09
26 H -4.44 -3.01 -0.82
27 H -3.05 -1.05 -1.51
28 H -3.66 -0.99 1.56
29 H -4.09 0.11 0.17

Computed properties:
Molecular weight, g/mol: 284.52
Strongest force on any atom, eV/Å: 6.36
Net charge: -2
Gap between HOMO and LUMO, Ha: 0.1569



No. 4
Formula: C7H8
Source: OMol25
Level of theory: wB97M-V/def2-TZVPD

Positions of all 15 atoms, in Å:
1 C 1.57 0.48 0.00
2 C 0.14 -0.07 0.11
3 C -0.15 -0.63 1.51
4 C -0.87 0.94 -0.30
5 C -1.76 1.45 -0.94
6 C -0.17 -1.06 -0.98
7 C -0.31 -2.01 -1.82
8 H 1.78 0.80 -1.02
9 H 2.30 -0.28 0.28
10 H 1.69 1.34 0.67
11 H -0.11 0.18 2.26
12 H -1.14 -1.09 1.55
13 H 0.59 -1.39 1.78
14 H -2.54 1.90 -1.50
15 H -1.03 -0.57 -1.60

Computed properties:
Molecular weight, g/mol: 92.14
Strongest force on any atom, eV/Å: 1.67
Net charge: 0
Gap between HOMO and LUMO, Ha: 0.3993



No. 5
Formula: C10H10N2O2
Source: OMol25
Level of theory: wB97M-V/def2-TZVPD

Positions of all 24 atoms, in Å:
1 O 1.39 -2.79 1.99
2 C 1.48 -1.58 1.91
3 C 1.49 -0.72 3.08
4 C 1.78 0.59 3.00
5 N 1.95 1.14 1.76
6 C 1.64 0.44 0.50
7 O 2.79 0.77 -0.24
8 C 0.35 0.84 -0.17
9 C -0.83 1.01 0.62
10 C -2.01 1.42 -0.06
11 C -2.05 1.73 -1.43
12 C -0.89 1.52 -2.19
13 C 0.26 1.05 -1.57
14 N 1.65 -0.99 0.67
15 H 1.36 -1.18 4.06
16 H 1.90 1.21 3.90
17 H 1.83 2.13 1.66
18 H 3.49 0.43 0.37
19 H -0.84 0.84 1.67
20 H -2.86 1.55 0.61
21 H -2.91 2.15 -1.93
22 H -0.83 1.74 -3.23
23 H 1.19 0.94 -2.16
24 H 1.38 -1.54 -0.13

Computed properties:
SMILES string: O=C1C=CN[C@](O)(c2ccccc2)N1
Molecular weight, g/mol: 190.20
Strongest force on any atom, eV/Å: 3.41
Net charge: 0
Gap between HOMO and LUMO, Ha: 0.3437



No. 6
Formula: C36H59N4NaS2Si5Te
Source: OMol25
Level of theory: wB97M-V/def2-TZVPD

Positions of all 108 atoms, in Å:
1 Na -2.93 -1.58 -1.27
2 C -0.06 -2.96 -6.43
3 S -1.73 -2.29 -6.26
4 C -2.00 -2.34 -4.50
5 S -3.52 -1.71 -4.04
6 N -1.02 -2.85 -3.81
7 N -1.22 -2.83 -2.45
8 C -0.33 -3.45 -1.78
9 C -0.37 -3.47 -0.31
10 C 0.62 -4.15 0.39
11 C 0.61 -4.11 1.77
12 C -0.39 -3.39 2.42
13 C -1.34 -2.75 1.63
14 N -1.34 -2.79 0.31
15 H 0.07 -3.20 -7.49
16 H 0.05 -3.85 -5.83
17 H 0.69 -2.23 -6.12
18 H 0.51 -3.93 -2.28
19 H 1.40 -4.66 -0.15
20 H 1.38 -4.62 2.35
21 H -0.42 -3.30 3.49
22 H -2.13 -2.17 2.09
23 C -4.69 -1.01 0.53
24 Si -4.90 0.73 0.19
25 C -3.62 1.44 -1.04
26 N -2.31 0.79 -0.98
27 C -1.44 1.12 -2.11
28 C -1.03 2.61 -2.13
29 C -0.86 3.16 -0.70
30 C -0.49 2.03 0.25
31 C -1.58 0.95 0.29
32 C -4.94 1.96 1.68
33 C -4.49 3.28 1.64
34 C -4.55 4.11 2.75
35 C -5.08 3.63 3.95
36 C -5.54 2.32 4.01
37 C -5.46 1.50 2.89
38 C -6.57 1.03 -0.68
39 C -6.84 0.34 -1.87
40 C -8.04 0.49 -2.55
41 C -9.01 1.35 -2.05
42 C -8.77 2.05 -0.87
43 C -7.56 1.89 -0.21
44 H -5.61 -1.58 0.64
45 H -3.95 -1.30 1.27
46 H -3.56 2.54 -0.99
47 H -4.03 1.22 -2.04
48 H -1.94 0.84 -3.04
49 H -0.54 0.50 -2.02
50 H -1.77 3.20 -2.68
51 H -0.09 2.70 -2.68
52 H -1.79 3.63 -0.37
53 H -0.10 3.94 -0.68
54 H -0.33 2.41 1.27
55 H 0.45 1.58 -0.07
56 H -2.32 1.19 1.07
57 H -1.12 0.00 0.56
58 H -4.07 3.68 0.72
59 H -4.18 5.13 2.69
60 H -5.13 4.28 4.82
61 H -5.95 1.94 4.94
62 H -5.79 0.47 2.96
63 H -6.09 -0.34 -2.27
64 H -8.21 -0.06 -3.46
65 H -9.95 1.48 -2.57
66 H -9.52 2.72 -0.48
67 H -7.39 2.44 0.71
68 C 4.91 0.31 3.76
69 Si 3.56 0.41 2.43
70 C 2.09 -0.59 3.04
71 C 3.03 2.21 2.31
72 Si 4.25 -0.39 0.35
73 Te 2.28 -0.88 -1.02
74 Si 5.47 -2.34 0.70
75 C 7.19 -2.06 1.42
76 C 5.68 -3.29 -0.91
77 C 4.52 -3.47 1.88
78 Si 5.64 1.19 -0.65
79 C 4.63 2.64 -1.29
80 C 6.95 1.86 0.54
81 C 6.54 0.42 -2.12
82 H 4.55 0.69 4.72
83 H 5.79 0.90 3.47
84 H 5.24 -0.72 3.90
85 H 1.68 -0.19 3.97
86 H 2.36 -1.64 3.20
87 H 1.30 -0.58 2.28
88 H 2.74 2.60 3.29
89 H 2.17 2.30 1.64
90 H 3.83 2.84 1.92
91 H 7.80 -1.47 0.74
92 H 7.72 -3.01 1.60
93 H 7.14 -1.53 2.38
94 H 6.28 -2.72 -1.63
95 H 4.70 -3.46 -1.36
96 H 6.17 -4.26 -0.74
97 H 4.49 -3.05 2.90
98 H 4.97 -4.46 1.94
99 H 3.49 -3.57 1.53
100 H 4.13 3.17 -0.48
101 H 3.86 2.27 -1.97
102 H 5.26 3.36 -1.83
103 H 6.48 2.39 1.37
104 H 7.63 2.56 0.03
105 H 7.56 1.05 0.96
106 H 5.81 -0.08 -2.77
107 H 7.27 -0.32 -1.80
108 H 7.06 1.18 -2.71

Computed properties:
Molecular weight, g/mol: 903.05
Strongest force on any atom, eV/Å: 0.20
Net charge: -2
Gap between HOMO and LUMO, Ha: 0.2032